A 6-piece molecular cluster, C4H22N2O5S2 overall at a distorted geometry, computed with ωB97M-V with the def2-TZVPD basis set.

Summary:
SMILES = CN[C@@H](CN)CSS.O.O.O.O.O
Energy relative to the best compared isomer or geometry (same formula, charge and spin) = 1.3150 eV
HOMO = -8.6132 eV

Atoms and positions in Å:
C  -0.454  -2.595  -2.194
N  0.428  -1.630  -1.482
C  -0.229  -1.012  -0.288
C  0.887  -0.801  0.749
N  2.276  -0.581  0.370
C  -0.787  0.350  -0.772
S  -2.478  0.716  -0.234
S  -3.452  -0.532  -1.632
H  -0.751  -2.205  -3.166
H  0.094  -3.526  -2.304
H  -1.387  -2.749  -1.657
H  1.105  -2.189  -1.040
H  -1.078  -1.560  0.089
H  0.796  -1.654  1.435
H  0.785  0.048  1.419
H  2.807  -1.294  -0.110
H  2.383  0.276  -0.158
H  -0.660  0.384  -1.865
H  -0.235  1.288  -0.737
H  -3.014  0.107  -2.731
O  -1.670  3.127  2.358
H  -1.230  3.046  1.507
H  -1.037  2.892  3.048
O  0.610  1.753  3.780
H  1.159  2.508  3.545
H  0.654  1.151  3.032
O  -1.540  -3.749  1.883
H  -1.905  -2.859  1.831
H  -0.631  -3.577  2.141
O  2.263  1.857  -1.817
H  2.017  1.092  -2.348
H  2.900  2.412  -2.269
O  0.164  2.998  0.042
H  0.224  3.930  -0.195
H  0.986  2.576  -0.232

These are the natural (NBO) partial charges, in e, on atoms 1 to 4:
1. C -0.423
2. N -0.622
3. C -0.100
4. C -0.211